(1)
The molecule C4H4N2O in a non-equilibrium geometry, computed with ωB97M-V/def2-TZVPD.

Geometry (Å):
C1 -1.723 0.280 0.076
C2 0.640 0.894 -0.114
C3 1.705 0.195 -0.078
C4 0.182 -1.180 0.034
H1 -2.136 1.221 0.209
H2 0.496 2.044 0.429
H3 2.692 0.607 -0.223
H4 -0.527 -2.088 -0.246
N1 -0.454 0.082 -0.099
N2 1.505 -1.345 0.091
O1 -2.379 -0.711 -0.081

Cartesian forces (eV/Å) of the 2 atoms listed first:
C -2.474 -2.647 -1.081
C -3.303 7.149 2.695

Output
Orbital gap (eV): 10.14
E_HOMO (eV): -9.771
Energy relative to the best compared isomer or geometry (same formula, charge and spin) (kJ/mol): 312.9
Structure (SMILES): O=Cn1ccnc1


(2)
A structure of composition C16H17Cl2F3I2N6O3Se3TeTi, computed with ωB97M-V/def2-TZVPD.

Geometry (Å):
Ti1 2.213 0.356 1.056
Se1 1.651 -0.337 3.508
Se2 3.044 1.239 4.570
Te1 5.249 0.471 3.670
Se3 4.772 0.711 1.214
C1 -2.513 -0.620 0.077
N1 -1.585 -0.292 -0.988
C2 -1.884 -0.739 -2.336
C3 -0.394 0.284 -0.672
N2 0.094 0.373 0.513
N3 0.266 0.824 -1.765
C4 1.500 1.440 -1.792
N4 1.600 2.311 -2.870
N5 2.436 1.161 -0.979
H1 -3.510 -0.712 -0.350
H2 -2.539 0.187 0.809
H3 -2.260 -1.558 0.579
H4 -2.594 -1.563 -2.279
H5 -0.987 -1.119 -2.826
H6 -2.332 0.051 -2.951
H7 -0.459 -0.099 1.218
H8 -0.294 0.983 -2.584
H9 0.847 2.989 -2.861
H10 2.490 2.788 -2.889
H11 3.257 1.746 -1.096
I1 3.001 -1.949 -2.753
C5 1.451 -2.685 -1.574
C6 0.530 -3.569 -2.159
C7 -0.499 -4.095 -1.431
I2 -1.854 -5.362 -2.403
C8 -0.647 -3.767 -0.058
C9 -1.655 -4.283 0.788
C10 -1.712 -3.896 2.096
C11 -0.769 -2.960 2.566
N6 0.170 -2.459 1.810
C12 0.270 -2.855 0.522
C13 1.371 -2.288 -0.243
O1 2.208 -1.478 0.303
H12 0.645 -3.828 -3.203
H13 -2.372 -4.988 0.388
H14 -2.471 -4.286 2.762
H15 -0.795 -2.606 3.593
Cl1 -2.945 2.854 -1.436
C14 -2.377 3.818 -0.045
Cl2 -2.598 2.966 1.486
H16 -2.966 4.726 -0.014
H17 -1.314 3.992 -0.182
F1 -0.043 5.296 1.603
C15 0.961 4.476 1.986
F2 2.080 5.223 2.011
F3 0.698 4.087 3.231
C16 1.132 3.283 1.001
O2 0.636 3.412 -0.120
O3 1.800 2.346 1.497

Cartesian forces (eV/Å) of the 2 atoms listed first:
Ti 0.043 0.075 0.006
Se 0.087 0.042 0.022

Output
Spin multiplicity: 2
Expectation value of S²: 0.75
Orbital gap (spin up / spin down) (eV): 5.42 / 5.42
Total charge: -1
E_HOMO (spin up / spin down) (eV): -3.693 / -3.687
Energy relative to the best compared isomer or geometry (same formula, charge and spin) (kJ/mol): 0.0


(3)
A cluster of 2 separate species, C2H4ClN2 in total in a non-equilibrium geometry, computed with ωB97M-V/def2-TZVPD.

Geometry (Å):
C1 0.936 1.602 -0.154
C2 -0.960 0.018 -0.081
N1 -0.064 0.852 -0.014
N2 -0.272 -2.050 -0.118
Cl1 -2.503 0.016 -0.177
H1 1.526 1.659 -1.056
H2 1.476 2.143 0.714
H3 -0.884 -2.092 0.694
H4 0.745 -2.147 0.191

Cartesian forces (eV/Å) of the 2 atoms listed first:
C 1.693 0.485 1.860
C 4.755 -3.474 0.288

Output
Orbital gap (spin up / spin down) (eV): 8.50 / 8.73
Total charge: +1
E_HOMO (spin up / spin down) (eV): -14.927 / -15.509
Energy relative to the best compared isomer or geometry (same formula, charge and spin) (kJ/mol): 380.3


(4)
A structure of composition C21H25Cl3GeN3O2Pt, computed with ωB97M-V/def2-TZVPD.

Geometry (Å):
Pt1 -0.014 0.312 0.140
C1 0.206 -1.584 2.578
N1 -0.063 -0.143 2.433
C2 -1.414 0.215 2.921
C3 -2.572 -0.624 2.385
C4 -2.723 -0.710 0.857
N2 -2.116 0.459 0.218
C5 -2.825 1.249 -0.478
C6 -2.369 2.525 -1.033
C7 -3.253 3.244 -1.787
C8 -2.939 4.533 -2.262
C9 -1.701 5.129 -1.960
C10 -0.788 4.452 -1.208
C11 -1.068 3.117 -0.726
O1 -0.184 2.539 -0.046
C12 0.979 0.667 3.142
C13 1.997 1.351 2.243
C14 2.788 0.415 1.329
N3 2.089 0.181 0.040
C15 2.790 0.226 -1.021
C16 2.389 -0.031 -2.414
C17 3.353 0.149 -3.366
C18 3.110 -0.104 -4.735
C19 1.870 -0.607 -5.164
C20 0.883 -0.821 -4.253
C21 1.081 -0.519 -2.846
O2 0.140 -0.724 -2.051
H1 0.091 -1.894 3.621
H2 1.220 -1.813 2.256
H3 -0.482 -2.170 1.970
H4 -1.565 1.268 2.683
H5 -1.435 0.126 4.012
H6 -3.469 -0.169 2.809
H7 -2.533 -1.642 2.774
H8 -3.776 -0.809 0.591
H9 -2.208 -1.590 0.476
H10 -3.879 1.013 -0.629
H11 -4.224 2.817 -2.013
H12 -3.667 5.077 -2.850
H13 -1.481 6.126 -2.318
H14 0.172 4.878 -0.948
H15 1.499 0.006 3.838
H16 0.479 1.433 3.734
H17 2.699 1.876 2.893
H18 1.512 2.117 1.639
H19 2.926 -0.561 1.798
H20 3.782 0.820 1.139
H21 3.850 0.451 -0.906
H22 4.338 0.484 -3.060
H23 3.892 0.086 -5.457
H24 1.711 -0.828 -6.211
H25 -0.082 -1.225 -4.530
Cl1 -1.105 -4.585 0.632
Ge1 -0.298 -3.309 -0.903
Cl2 -0.385 -4.259 -2.807
Cl3 1.803 -3.074 -0.425

Cartesian forces (eV/Å) of the 2 atoms listed first:
Pt -0.002 -0.220 0.526
C -0.030 -0.032 0.011

Output
Spin multiplicity: 6
Expectation value of S²: 8.84
Orbital gap (spin up / spin down) (eV): 7.48 / 6.80
Total charge: +2
E_HOMO (spin up / spin down) (eV): -13.521 / -15.388


(5)
A structure of composition C28H34Cl57NO2Si2 in a non-equilibrium geometry, computed with ωB97M-V/def2-TZVPD.

Geometry (Å):
N1 7.327 -3.885 2.391
C1 7.151 -2.716 1.815
C2 7.970 -2.217 0.504
Si1 6.932 -0.802 -0.256
O1 7.475 0.796 0.137
Si2 6.729 1.423 1.568
C3 5.145 2.462 1.257
O2 4.241 1.915 0.258
C4 3.509 0.802 0.742
C5 2.879 -0.136 -0.353
C6 2.061 -1.401 0.056
C7 1.840 -1.765 1.549
C8 2.425 -0.828 2.645
C9 3.242 0.439 2.219
H1 6.646 -3.879 3.179
H2 6.351 -1.997 2.230
H3 7.899 -3.106 -0.234
H4 9.057 -1.963 0.730
H5 6.821 -0.884 -1.724
H6 5.554 -0.978 0.251
H7 7.709 2.340 2.177
H8 6.464 0.364 2.570
H9 4.632 2.734 2.253
H10 5.509 3.478 0.833
H11 3.038 0.139 -1.475
H12 1.633 -2.063 -0.757
H13 1.255 -2.706 1.815
H14 2.279 -1.080 3.748
H15 3.655 1.096 3.051
C10 6.283 5.253 3.712
Cl1 6.909 3.601 3.873
Cl2 7.311 6.201 2.628
Cl3 4.611 5.245 3.133
H16 6.299 5.721 4.694
C11 2.841 -2.439 -3.822
Cl4 3.639 -3.994 -3.541
Cl5 1.136 -2.680 -4.234
Cl6 2.995 -1.394 -2.397
H17 3.330 -1.950 -4.662
C12 5.584 -6.417 4.375
Cl7 4.306 -7.591 4.716
Cl8 5.185 -4.845 5.084
Cl9 7.142 -6.989 4.984
H18 5.660 -6.299 3.295
C13 0.204 -6.662 3.682
Cl10 1.760 -5.943 4.122
Cl11 -0.303 -7.840 4.901
Cl12 -1.027 -5.407 3.478
H19 0.323 -7.181 2.732
C14 -0.565 2.034 -1.221
Cl13 -1.269 2.730 0.245
Cl14 1.079 1.451 -0.907
Cl15 -1.580 0.720 -1.836
H20 -0.516 2.812 -1.981
C15 -5.266 0.007 -2.067
Cl16 -5.577 -1.705 -2.395
Cl17 -5.339 0.950 -3.563
Cl18 -6.420 0.629 -0.881
H21 -4.265 0.100 -1.652
C16 -5.321 -2.305 -6.068
Cl19 -6.009 -3.934 -6.135
Cl20 -3.591 -2.345 -6.437
Cl21 -6.171 -1.225 -7.182
H22 -5.447 -1.922 -5.058
C17 -9.053 4.121 -1.138
Cl22 -9.774 2.505 -1.217
Cl23 -7.325 4.047 -1.507
Cl24 -9.881 5.224 -2.247
H23 -9.173 4.501 -0.124
C18 -7.941 -1.350 2.483
Cl25 -8.670 -2.960 2.411
Cl26 -6.211 -1.434 2.122
Cl27 -8.759 -0.246 1.367
H24 -8.060 -0.965 3.494
C19 10.800 -7.501 6.676
Cl28 10.054 -6.805 8.121
Cl29 12.440 -8.063 7.031
Cl30 9.812 -8.825 6.042
H25 10.862 -6.725 5.914
C20 8.761 0.239 -4.224
Cl31 9.418 -1.194 -3.422
Cl32 10.009 1.040 -5.188
Cl33 7.376 -0.196 -5.237
H26 8.420 0.933 -3.458
C21 -2.398 -2.583 6.077
Cl34 -1.776 -4.011 6.916
Cl35 -1.116 -1.807 5.135
Cl36 -3.760 -3.017 5.034
H27 -2.750 -1.874 6.824
C22 -13.538 2.401 -1.162
Cl37 -13.504 1.833 0.514
Cl38 -14.353 1.223 -2.201
Cl39 -14.332 3.978 -1.268
H28 -12.511 2.510 -1.508
C23 -10.001 4.319 -6.490
Cl40 -9.960 3.752 -4.814
Cl41 -10.809 3.136 -7.527
Cl42 -10.808 5.892 -6.592
H29 -8.977 4.436 -6.838
C24 -8.859 1.257 -10.871
Cl43 -10.568 0.938 -10.539
Cl44 -8.449 2.930 -10.464
Cl45 -7.827 0.133 -9.977
H30 -8.684 1.111 -11.935
C25 -12.552 8.292 -9.536
Cl46 -11.281 8.318 -10.767
Cl47 -13.097 9.935 -9.169
Cl48 -13.910 7.290 -10.066
H31 -12.139 7.857 -8.627
C26 -7.394 6.173 2.294
Cl49 -8.117 4.560 2.218
Cl50 -5.666 6.099 1.926
Cl51 -8.220 7.275 1.183
H32 -7.513 6.554 3.307
C27 10.291 1.581 3.991
Cl52 9.599 2.272 5.465
Cl53 11.926 0.980 4.296
Cl54 9.260 0.286 3.366
H33 10.349 2.366 3.238
C28 8.957 -3.028 6.843
Cl55 8.402 -3.332 5.192
Cl56 10.725 -3.015 6.913
Cl57 8.299 -1.501 7.450
H34 8.595 -3.834 7.480

Cartesian forces (eV/Å) of the 2 atoms listed first:
N -0.950 2.973 -1.047
C 0.627 -0.982 0.420

Output
Orbital gap (eV): 8.32
E_HOMO (eV): -8.411


(6)
A cluster of 2 separate species, C3H11N2S in total in a non-equilibrium geometry, computed with ωB97M-V/def2-TZVPD.

Geometry (Å):
C1 -1.028 -1.052 1.620
S1 -0.439 -1.255 -0.111
C2 1.007 -2.321 -0.628
H1 -0.249 -0.575 2.235
H2 -1.223 -2.018 2.110
H3 -1.947 -0.496 1.579
H4 0.677 -3.280 -1.084
H5 1.736 -1.634 -1.075
H6 1.595 -2.679 0.226
N1 -0.064 2.202 0.836
C3 0.076 2.393 -0.465
N2 0.604 1.570 -1.355
H7 0.385 1.363 1.148
H8 -0.167 3.068 1.363
H9 -0.161 3.400 -0.829
H10 1.384 1.977 -1.873
H11 0.633 0.519 -1.207

Cartesian forces (eV/Å) of the 2 atoms listed first:
C 1.219 -1.451 0.194
S -0.233 -0.413 -0.244

Output
Spin multiplicity: 2
Expectation value of S²: 0.75
Orbital gap (spin up / spin down) (eV): 11.68 / 7.35
Total charge: +2
E_HOMO (spin up / spin down) (eV): -19.798 / -19.807
Energy relative to the best compared isomer or geometry (same formula, charge and spin) (kJ/mol): 176.7


(7)
A cluster of 2 separate species, CH2N5S in total in a non-equilibrium geometry, computed with ωB97M-V/def2-TZVPD.

Geometry (Å):
C1 0.479 -0.028 0.177
N1 1.098 0.037 2.255
N2 1.501 0.075 0.941
N3 -0.606 0.007 1.002
N4 -0.154 -0.029 2.252
N5 -0.587 -0.328 -2.168
S1 -0.608 0.937 -3.151
H1 0.425 -0.770 -2.001
H2 -1.549 0.098 0.694

Cartesian forces (eV/Å) of the 2 atoms listed first:
C -1.281 0.723 -2.566
N -0.019 -0.030 -0.756

Output
Spin multiplicity: 3
Expectation value of S²: 2.01
Orbital gap (spin up / spin down) (eV): 6.82 / 5.50
Total charge: -1
E_HOMO (spin up / spin down) (eV): -3.280 / -3.249
Energy relative to the best compared isomer or geometry (same formula, charge and spin) (kJ/mol): 197.3


(8)
A structure of composition C2HKO3 in a non-equilibrium geometry, computed with ωB97M-V/def2-TZVPD.

Geometry (Å):
O1 -0.494 -0.861 0.042
O2 1.715 -0.995 -0.348
O3 0.699 1.022 -0.184
C1 1.470 -2.290 -0.392
C2 0.548 -0.186 -0.013
H1 0.889 -2.545 0.530
K1 -1.803 1.463 0.266

Cartesian forces (eV/Å) of the 2 atoms listed first:
O -0.561 0.507 1.044
O -0.611 -0.173 -0.181

Output
Orbital gap (eV): 6.45
E_HOMO (eV): -7.397
Energy relative to the best compared isomer or geometry (same formula, charge and spin) (kJ/mol): 272.2


(9)
A structure of composition C4H3LiOZn in a non-equilibrium geometry, computed with ωB97M-V/def2-TZVPD.

Geometry (Å):
O1 -0.294 -0.981 -0.581
C1 -1.009 -1.907 -1.251
Li1 -1.282 0.401 0.201
Zn1 1.516 -0.876 -0.403
H1 -1.511 -2.645 -0.618
H2 -1.282 -1.633 -2.275
C2 2.057 1.692 0.966
C3 0.979 2.220 0.494
C4 -0.162 2.015 1.198
H3 0.987 1.713 2.269

Cartesian forces (eV/Å) of the 2 atoms listed first:
O -1.195 0.234 0.053
C -0.674 0.358 0.197

Output
Spin multiplicity: 2
Expectation value of S²: 1.48
Orbital gap (spin up / spin down) (eV): 5.45 / 5.84
Total charge: +1
E_HOMO (spin up / spin down) (eV): -11.956 / -12.418
Energy relative to the best compared isomer or geometry (same formula, charge and spin) (kJ/mol): 824.3


(10)
A cluster of 2 separate species, C13H19N in total in a non-equilibrium geometry, computed with ωB97M-V/def2-TZVPD.

Geometry (Å):
C1 -3.122 -0.895 0.151
C2 -2.289 0.081 0.976
C3 -2.238 -1.610 -0.886
H1 -3.533 -1.663 0.805
H2 -3.949 -0.358 -0.318
H3 -1.608 0.673 0.342
H4 -2.449 -1.371 -1.931
H5 -1.197 -1.291 -0.744
H6 -1.507 -0.461 1.507
H7 -2.786 0.872 1.532
H8 -2.189 -2.701 -0.835
C4 0.937 0.957 -2.165
C5 1.637 2.309 -2.499
C6 1.499 0.137 -1.049
C7 1.911 -1.167 -1.196
C8 1.376 0.362 0.375
C9 1.546 -0.885 1.013
C10 0.973 1.496 1.182
C11 1.248 -1.103 2.364
C12 0.470 1.207 2.452
C13 0.603 -0.031 3.064
N1 1.925 -1.804 0.031
H9 -0.084 1.224 -1.875
H10 0.941 0.419 -3.115
H11 1.082 3.143 -2.048
H12 2.341 -1.610 -2.084
H13 2.174 -2.773 0.161
H14 0.872 2.460 0.700
H15 1.098 -2.122 2.714
H16 -0.035 1.982 3.027
H17 0.014 -0.370 3.907
H18 1.738 2.495 -3.566
H19 2.601 2.398 -1.992

Cartesian forces (eV/Å) of the 2 atoms listed first:
C 0.160 0.007 -0.022
C 1.333 0.342 -1.004

Output
Spin multiplicity: 2
Expectation value of S²: 0.77
Orbital gap (spin up / spin down) (eV): 3.34 / 6.54
Total charge: -1
E_HOMO (spin up / spin down) (eV): 0.359 / -2.904
Energy relative to the best compared isomer or geometry (same formula, charge and spin) (kJ/mol): 57.2


(11)
The molecule C4H4N4 in a non-equilibrium geometry, computed with ωB97M-V/def2-TZVPD.

Geometry (Å):
C1 0.311 0.137 -1.448
C2 0.594 -0.288 -0.089
C3 1.262 0.334 1.090
C4 -0.812 -0.190 0.441
H1 -2.549 0.214 -0.363
H2 0.959 0.241 -2.304
H3 0.856 -1.364 -0.123
H4 2.314 0.515 1.395
N1 -1.685 -0.297 -0.580
N2 -0.918 0.085 -1.773
N3 0.457 0.438 2.059
N4 -0.789 0.175 1.693

Cartesian forces (eV/Å) of the 2 atoms listed first:
C 0.061 -0.188 -1.712
C -0.358 -0.129 0.848

Output
Orbital gap (eV): 9.37
E_HOMO (eV): -9.157
Energy relative to the best compared isomer or geometry (same formula, charge and spin) (kJ/mol): 310.1
Structure (SMILES): C1=NN=C2NN=C[C@@H]12


(12)
A structure of composition C20H20IN2O2PSc in a non-equilibrium geometry, computed with ωB97M-V/def2-TZVPD.

Geometry (Å):
Sc1 1.587 1.311 1.235
N1 0.014 2.843 2.042
N2 0.346 2.965 3.413
C1 0.934 1.845 4.009
O1 0.895 1.626 5.179
O2 1.568 1.080 3.094
H1 0.132 3.747 1.579
H2 -0.957 2.526 1.925
H3 -0.310 3.462 4.007
C2 0.407 -5.106 -0.583
C3 1.587 -4.375 -0.570
C4 1.539 -2.996 -0.457
C5 0.310 -2.345 -0.370
C6 -0.870 -3.081 -0.368
C7 -0.816 -4.461 -0.477
P1 0.285 -0.546 -0.270
C8 0.359 0.144 -1.949
C9 1.469 -0.242 -2.702
C10 1.683 0.280 -3.965
C11 0.794 1.204 -4.495
C12 -0.303 1.606 -3.749
C13 -0.519 1.084 -2.483
C14 -1.266 -0.113 0.568
C15 -2.488 0.199 -0.035
C16 -3.586 0.537 0.740
C17 -3.489 0.553 2.126
C18 -2.296 0.201 2.742
C19 -1.195 -0.131 1.966
H4 0.442 -6.182 -0.665
H5 2.540 -4.878 -0.634
H6 2.466 -2.436 -0.415
H7 -1.830 -2.588 -0.281
H8 -1.731 -5.034 -0.477
H9 2.179 -0.964 -2.314
H10 2.546 -0.035 -4.535
H11 0.958 1.612 -5.480
H12 -0.996 2.330 -4.149
H13 -1.361 1.454 -1.912
H14 -2.605 0.148 -1.111
H15 -4.523 0.776 0.261
H16 -4.349 0.819 2.725
H17 -2.218 0.177 3.820
H18 -0.273 -0.419 2.474
I1 1.927 3.587 -0.833
C20 3.266 2.489 0.468
H19 3.726 3.243 1.113
H20 4.025 2.084 -0.205

Cartesian forces (eV/Å) of the 2 atoms listed first:
Sc -0.120 0.603 -0.867
N -0.073 0.117 -0.084

Output
Orbital gap (eV): 8.62
Total charge: +1
E_HOMO (eV): -12.040
Energy relative to the best compared isomer or geometry (same formula, charge and spin) (kJ/mol): 15.2